C9H10N3OS | ωB97M-V/def2-TZVPD

Positions of all 24 atoms, in Å:
N 2.73848 -1.58218 1.19619
C 1.95155 -0.83541 0.43580
N 1.11791 0.18173 0.70272
C 0.14837 0.40063 -0.38980
C -0.17654 1.80413 -0.77820
C -1.37614 2.42413 -0.12156
C -2.34612 1.60309 0.24238
C -2.23502 0.24618 0.05889
S -3.53334 -0.88035 0.22622
C -2.61394 -2.22118 -0.16163
C -1.27842 -1.85223 -0.26927
C -1.06271 -0.45384 -0.13845
N 0.98770 -0.33431 -1.62199
O 1.91710 -1.17716 -0.87485
H 2.71810 -1.26920 2.21147
H 3.42346 -2.14015 0.81026
H 1.18578 0.87601 1.45010
H -0.56088 1.60438 -1.73670
H 0.75529 2.41840 -0.89543
H -1.59662 3.43741 -0.26792
H -3.21671 2.10112 0.67485
H -2.98103 -3.18899 0.00619
H -0.51184 -2.62126 -0.32774
H 0.39942 -0.90388 -2.18897

The value obtained for the energy above the lowest of the compared OMol25 structures with the same formula, charge and spin is 53.3 kcal/mol. Its total charge is +1. Its HOMO energy is -11.63 eV.